A molecular structure, C14H5F3O10Pt. Source: the Open Molecules 2025 dataset; level of theory: ωB97M-V/def2-TZVPD.

Calculated values
energy above the lowest of the compared OMol25 structures with the same formula, charge and spin = 0.0 kJ/mol
Kohn-Sham gap = 6.2 eV
E_HOMO = -9.298 eV

Each line ends with the Mulliken charge.
Atoms and positions in Å:
Pt (-0.164, -0.026, 0.478)  1.33
O (-4.004, -0.221, 5.132)  -0.50
C (-3.216, -0.114, 4.245)  0.50
C (-1.766, -0.660, 4.239)  -0.05
O (-1.204, -1.217, 5.138)  -0.54
C (-1.283, -0.330, 2.887)  1.10
C (-2.200, 0.358, 2.166)  0.83
O (-1.884, 0.770, 0.928)  -0.81
C (-3.459, 0.574, 2.880)  -0.09
O (-4.447, 1.160, 2.535)  -0.55
O (-0.104, -0.641, 2.351)  -0.71
O (0.780, -2.588, -3.337)  -0.61
C (0.614, -1.316, -2.968)  0.11
C (1.478, -0.346, -3.486)  -0.56
C (1.353, 0.994, -3.142)  -0.62
C (0.348, 1.410, -2.289)  -0.65
C (-0.509, 0.452, -1.724)  -0.59
C (-0.354, -0.920, -2.049)  0.56
C (-1.077, -1.957, -1.251)  0.81
O (-1.395, -3.029, -1.716)  -0.69
O (-1.263, -1.602, 0.005)  -0.73
H (0.054, -3.123, -2.953)  0.39
H (2.258, -0.672, -4.161)  0.47
H (2.037, 1.715, -3.567)  0.45
H (0.198, 2.459, -2.073)  0.48
H (-1.463, 0.795, -1.317)  0.87
F (3.601, 2.558, 1.073)  -0.23
C (3.550, 1.402, 0.431)  0.68
F (3.891, 1.602, -0.848)  -0.22
F (4.415, 0.554, 0.976)  -0.23
C (2.132, 0.813, 0.472)  0.95
O (1.166, 1.486, 0.928)  -0.56
O (1.914, -0.339, 0.015)  -0.60

Atomic forces in eV per Å
Pt 0.10 -0.07 -0.50
O 0.03 0.03 -0.01
C -0.08 -0.04 0.06
C -0.02 -0.03 -0.02
O -0.01 0.02 -0.01
C 0.25 -0.08 -0.02
C 0.10 0.09 -0.35
O -0.26 -0.04 0.22
C 0.00 0.11 0.08
O 0.01 -0.07 -0.01
O 0.01 0.07 0.19
O -0.05 -0.07 0.04
C 0.06 0.04 0.00
C -0.06 -0.06 0.02
C 0.01 0.04 0.03
C 0.03 0.01 -0.01
C -0.17 0.20 0.26
C 0.06 -0.07 0.00
C -0.08 0.04 -0.06
O 0.05 0.08 0.06
O 0.14 -0.12 -0.06
H 0.04 0.05 -0.04
H 0.00 0.00 0.00
H 0.00 -0.01 0.00
H -0.01 0.00 0.00
H -0.05 -0.02 -0.15
F 0.00 0.01 0.02
C 0.00 -0.03 -0.01
F 0.00 0.00 -0.02
F -0.01 0.01 -0.01
C -0.02 -0.14 0.03
O 0.11 0.12 -0.02
O -0.18 -0.06 0.28

=====

C4H10FN in the gas phase at a distorted geometry. Source: the Open Molecules 2025 dataset; level of theory: ωB97M-V/def2-TZVPD.

Calculated values
SMILES string = CNC[C@H](C)F
energy above the lowest of the compared OMol25 structures with the same formula, charge and spin = 64.2 kJ/mol
Kohn-Sham gap = 10.0 eV
E_HOMO = -8.938 eV

Each line ends with the Mulliken charge.
Atoms and positions in Å:
C (-2.295, -0.191, -0.263)  -0.94
N (-0.813, -0.054, -0.460)  -0.31
C (-0.016, -0.587, 0.630)  -0.86
C (1.501, -0.294, 0.292)  0.23
C (1.617, 1.109, -0.234)  -1.13
F (1.967, -1.291, -0.606)  -0.34
H (-2.703, -1.117, 0.206)  0.27
H (-2.715, -0.044, -1.192)  0.37
H (-2.485, 0.603, 0.457)  0.29
H (-0.548, -0.488, -1.316)  0.23
H (-0.129, -1.660, 0.718)  0.39
H (-0.354, -0.140, 1.511)  0.52
H (2.057, -0.356, 1.209)  0.32
H (2.652, 1.287, -0.615)  0.34
H (1.414, 1.834, 0.624)  0.27
H (0.850, 1.388, -0.962)  0.35

Atomic forces in eV per Å
C 2.31 -0.11 2.43
N -1.66 -0.52 0.59
C 1.48 -0.50 -2.65
C -2.00 0.03 0.50
C 0.86 1.33 0.29
F -0.33 0.88 0.46
H 0.65 0.11 -0.45
H -1.32 0.56 -1.79
H -0.76 0.18 -0.22
H 0.23 -0.48 -0.64
H 0.00 -0.54 0.24
H -0.16 0.89 1.66
H 0.60 -0.48 0.29
H -0.83 0.03 0.26
H 0.47 -1.00 -0.87
H 0.45 -0.37 -0.09

=====

C3H5IN2 in the gas phase at a distorted geometry. Source: the Open Molecules 2025 dataset; level of theory: ωB97M-V/def2-TZVPD.

Calculated values
energy above the lowest of the compared OMol25 structures with the same formula, charge and spin = 312.9 kJ/mol
Kohn-Sham gap (alpha / beta) = 6.3 / 6.3 eV
E_HOMO (alpha / beta) = -7.835 / -7.833 eV

Each line ends with the Mulliken charge.
Atoms and positions in Å:
C (-0.779, -0.256, 0.361)  0.17
C (0.608, -0.018, 0.287)  0.00
C (-1.374, -0.918, 1.299)  -0.93
N (0.197, 0.738, -1.756)  -0.71
N (1.009, 0.518, -0.869)  0.12
I (3.122, 1.138, -1.196)  0.10
H (-1.264, 0.285, -0.490)  0.30
H (1.177, -0.667, 1.066)  0.20
H (-0.824, -1.349, 2.172)  0.19
H (-2.370, -0.934, 1.491)  0.32
H (0.496, 1.461, -2.366)  0.22

Atomic forces in eV per Å
C -0.95 2.24 -2.23
C 2.38 -1.95 0.80
C 1.94 -1.24 2.90
N -1.32 0.13 -2.95
N 1.62 -0.78 3.56
I -0.51 -0.37 0.38
H -0.40 -0.85 1.22
H 0.05 1.87 -1.90
H -0.05 0.22 -0.97
H -2.98 -0.15 -0.19
H 0.21 0.86 -0.63

=====

2 unconnected molecules or ions with the total composition C12H22N4O4Si at a distorted geometry. Source: the Open Molecules 2025 dataset; level of theory: ωB97M-V/def2-TZVPD.

Calculated values
total charge = -2
energy above the lowest of the compared OMol25 structures with the same formula, charge and spin = 0.0 kJ/mol
Kohn-Sham gap = 3.0 eV
E_HOMO = 1.649 eV

Each line ends with the Mulliken charge.
Atoms and positions in Å:
C (-2.776, 2.974, 1.938)  -1.10
Si (-2.023, 1.234, 1.889)  0.28
C (-3.066, -0.032, 0.969)  -0.93
C (-1.768, 0.568, 3.664)  -1.15
C (-0.309, 1.318, 1.027)  0.67
N (0.749, 1.416, 1.815)  -0.33
N (1.945, 1.419, 1.179)  -0.62
C (1.877, 1.326, -0.136)  0.32
C (3.213, 1.270, -0.864)  -0.48
C (3.323, 0.054, -1.804)  -0.72
C (3.704, -1.257, -1.101)  -0.56
C (2.729, -1.651, 0.009)  -0.37
O (2.827, -3.063, 0.349)  -0.43
C (1.915, -3.286, 1.339)  0.19
O (2.187, -3.146, 2.460)  -0.46
N (0.821, 1.272, -0.931)  -0.49
N (-0.367, 1.268, -0.307)  -0.01
H (-3.866, 2.919, 2.039)  0.33
H (-2.323, 3.515, 2.782)  0.30
H (-2.473, 3.483, 1.013)  0.30
H (-3.469, 0.396, 0.034)  0.24
H (-3.923, -0.377, 1.571)  0.39
H (-2.500, -0.917, 0.651)  0.26
H (-0.723, 0.265, 3.815)  0.35
H (-2.402, -0.302, 3.881)  0.32
H (-2.007, 1.345, 4.408)  0.29
H (4.037, 1.203, -0.137)  0.25
H (3.354, 2.215, -1.407)  0.37
H (4.153, 0.272, -2.501)  0.32
H (2.442, -0.060, -2.451)  0.38
H (4.741, -1.227, -0.733)  0.26
H (3.663, -2.059, -1.857)  0.30
H (2.947, -1.049, 0.901)  0.31
H (1.709, -1.466, -0.369)  0.34
H (0.885, -3.592, 1.076)  0.43
O (-0.830, -0.876, -3.903)  -0.87
C (-1.682, -0.426, -2.972)  0.47
C (-3.125, -1.134, -3.085)  -0.53
O (-3.985, -0.668, -2.160)  -0.81
H (-1.896, 0.668, -2.987)  0.09
H (-1.380, -0.587, -1.904)  -0.31
H (-2.905, -2.230, -3.047)  0.19
H (-3.425, -0.996, -4.152)  0.22

Atomic forces in eV per Å
C 0.56 -0.31 0.03
Si -0.09 -1.06 -0.08
C -0.27 0.56 -0.14
C 0.09 0.31 0.17
C -1.47 -0.13 1.26
N 0.40 0.05 -0.50
N -0.35 0.05 0.30
C 1.71 -0.16 -0.46
C -0.03 -0.32 0.13
C 0.72 0.43 -0.48
C -0.33 -0.81 -0.29
C 0.12 0.64 -0.60
O -0.35 0.23 -0.28
C -0.64 -0.37 -2.17
O 0.82 0.20 3.39
N -0.68 0.24 0.10
N 0.52 0.21 -0.55
H 0.20 0.20 -0.06
H -0.27 -0.02 -0.15
H -0.37 -0.04 0.14
H 0.15 -0.37 0.06
H 0.23 0.15 -0.06
H -0.01 0.25 0.07
H -0.19 0.14 -0.04
H 0.05 0.20 -0.19
H 0.14 -0.21 -0.11
H -0.33 0.14 0.03
H -0.13 -0.26 -0.09
H -0.20 -0.10 0.13
H -0.05 0.00 0.46
H -0.27 0.08 0.08
H 0.07 0.18 0.16
H -0.35 -0.21 -0.08
H 0.19 0.08 0.28
H 0.31 0.03 -0.74
O 0.33 0.29 0.34
C 0.19 -0.30 -0.67
C -0.24 0.27 0.68
O -0.22 -0.24 -0.20
H -0.05 0.07 -0.25
H -0.01 -0.37 0.13
H 0.13 -0.07 0.31
H -0.03 0.36 -0.05

=====

A gas-phase ion, C8H8NO2 (charge +1) at a distorted geometry. Source: the Open Molecules 2025 dataset; level of theory: ωB97M-V/def2-TZVPD.

Calculated values
total charge = +1
energy above the lowest of the compared OMol25 structures with the same formula, charge and spin = 139.1 kJ/mol
Kohn-Sham gap (alpha / beta) = 7.6 / 7.6 eV
E_HOMO (alpha / beta) = -14.688 / -14.689 eV

Each line ends with the Mulliken charge.
Atoms and positions in Å:
C (-2.320, -1.801, 0.411)  -0.48
C (-2.013, -1.304, 1.668)  -0.07
C (-1.985, -1.104, -0.714)  -0.44
C (-1.258, -0.184, 1.868)  -0.77
C (-1.100, -0.048, -0.598)  0.64
C (-0.627, 0.348, 0.780)  0.82
C (2.815, 1.106, -0.909)  -0.59
C (0.369, 1.606, -0.681)  0.22
N (-0.459, 0.759, -1.413)  -0.43
O (0.314, 1.229, 0.662)  -0.29
O (1.679, 2.029, -0.965)  -0.33
H (-2.986, -2.661, 0.352)  0.38
H (-2.463, -1.775, 2.625)  0.34
H (-2.484, -1.260, -1.599)  0.48
H (-0.838, 0.089, 2.862)  0.38
H (2.563, 0.081, -0.519)  0.25
H (3.533, 1.421, -0.133)  0.29
H (-0.252, 2.659, -0.720)  0.29
H (3.268, 0.910, -1.917)  0.30

Atomic forces in eV per Å
C -1.01 -0.44 -1.76
C -0.52 -0.08 3.33
C -0.93 -1.03 1.19
C 2.06 0.14 2.48
C 3.18 3.42 1.48
C -0.69 -0.50 -2.14
C -0.13 -1.96 0.30
C 0.99 4.61 -0.55
N -0.68 -2.24 -1.16
O -0.54 -0.73 2.34
O -1.10 -1.23 -0.46
H 0.17 0.23 -0.16
H 0.85 0.56 -1.89
H -0.68 -0.76 -2.10
H -0.97 -0.09 -0.61
H -0.45 0.85 -0.46
H -0.28 0.61 -0.77
H 1.20 -2.16 -0.02
H -0.49 0.80 0.96

=====

2 unconnected molecules or ions with the total composition C4H3NO at a distorted geometry. Source: the Open Molecules 2025 dataset; level of theory: ωB97M-V/def2-TZVPD.

Calculated values
energy above the lowest of the compared OMol25 structures with the same formula, charge and spin = 312.4 kJ/mol
Kohn-Sham gap (alpha / beta) = 8.0 / 6.6 eV
2S+1 = 3
E_HOMO (alpha / beta) = -7.396 / -10.382 eV
<S²> = 2.023

Each line ends with the Mulliken charge.
Atoms and positions in Å:
C (0.930, 1.423, -0.375)  -0.19
C (-0.419, 0.547, 2.510)  -0.22
C (0.430, 0.318, -0.556)  -0.27
C (0.056, -0.869, -1.193)  0.05
N (-0.866, -0.142, 1.694)  -0.13
O (-0.851, -1.605, -0.887)  -0.31
H (1.159, 2.403, -0.193)  0.44
H (0.769, -1.165, -2.038)  0.31
H (-1.208, -0.910, 1.038)  0.33

Atomic forces in eV per Å
C -1.13 -2.67 -0.38
C 0.14 0.41 0.55
C 1.02 1.05 -1.37
C 5.27 4.12 -1.52
N -1.36 -2.58 -1.44
O -4.36 -3.86 1.21
H 0.57 1.72 0.43
H -0.90 -0.10 0.80
H 0.74 1.91 1.72